1.
Entry from the Open Molecules 2025 dataset: C37H51N5O4RhS4Si as an isolated structure (ωB97M-V/def2-TZVPD).

Last column: Mulliken charge in e.
Geometry (Å):
Rh 0.676 0.520 0.046  -0.126
C -0.870 2.740 -2.980  -1.548
C -1.135 2.335 -1.572  0.455
N -0.982 0.962 -1.306  0.853
N -2.103 0.281 -1.214  -0.782
C -1.990 -0.878 -0.606  0.341
S -0.597 -1.465 0.183  -0.526
S -3.452 -1.868 -0.495  -0.115
C -4.486 -0.674 0.428  -1.242
C -4.159 -0.683 1.892  0.287
C -4.959 -1.364 2.803  -0.618
C -4.625 -1.399 4.150  -0.621
C -3.479 -0.757 4.596  -0.806
C -2.672 -0.080 3.691  -0.901
C -3.009 -0.039 2.347  0.996
C -1.474 3.186 -0.490  -0.161
C -2.013 4.472 -0.724  -1.091
C -2.486 5.270 0.295  -0.867
C -2.436 4.802 1.608  -0.689
C -1.868 3.570 1.885  -1.082
C -1.329 2.752 0.879  0.509
O -0.667 1.673 1.243  2.498
H -1.558 2.250 -3.677  0.239
H -0.942 3.817 -3.115  0.469
H 0.143 2.431 -3.259  0.168
H -4.290 0.299 -0.019  0.285
H -5.527 -0.936 0.237  0.537
H -5.852 -1.873 2.454  0.363
H -5.258 -1.931 4.849  0.353
H -3.212 -0.788 5.645  0.415
H -1.768 0.413 4.027  0.385
H -2.361 0.476 1.645  0.003
H -2.099 4.817 -1.747  0.269
H -2.913 6.240 0.071  0.373
H -2.823 5.408 2.419  0.429
H -1.781 3.222 2.907  0.384
O 2.096 1.729 -1.137  -0.967
C 2.784 0.805 -1.641  0.896
N 2.472 -0.463 -1.454  -0.288
S 3.535 -1.466 -2.187  1.127
O 2.952 -2.137 -3.313  -0.683
O 4.233 -2.265 -1.217  -0.728
C 4.593 -0.163 -2.794  0.193
C 5.750 -0.231 -3.540  -0.749
C 6.342 0.972 -3.910  -0.436
C 5.778 2.191 -3.545  -0.673
C 4.605 2.241 -2.802  -0.394
C 4.022 1.042 -2.435  -0.236
H 6.183 -1.182 -3.820  0.466
H 7.256 0.962 -4.490  0.394
H 6.262 3.111 -3.847  0.392
H 4.151 3.178 -2.508  0.545
C 3.981 0.079 1.293  -1.275
Si 2.213 0.334 1.919  1.362
C 2.279 2.045 2.824  2.779
C 2.221 3.172 1.781  -2.105
C 1.147 2.240 3.837  -1.807
C 3.617 2.210 3.563  -1.982
C 1.833 -1.137 3.097  2.568
C 0.402 -1.108 3.648  -1.631
C 2.806 -1.146 4.282  -2.032
C 2.040 -2.439 2.309  -1.772
H 4.669 0.033 2.143  0.445
H 4.296 0.922 0.670  0.218
H 4.094 -0.837 0.718  0.143
H 1.274 3.196 1.248  0.169
H 3.020 3.081 1.040  0.282
H 2.339 4.139 2.287  0.580
H 0.173 2.022 3.396  -0.069
H 1.141 3.282 4.182  0.592
H 1.288 1.607 4.717  0.274
H 4.470 2.175 2.884  0.325
H 3.768 1.451 4.335  0.306
H 3.632 3.190 4.056  0.545
H 0.247 -0.267 4.326  0.119
H 0.208 -2.029 4.212  0.614
H -0.345 -1.041 2.857  -0.142
H 2.684 -0.267 4.919  0.353
H 3.849 -1.194 3.961  0.308
H 2.613 -2.029 4.905  0.512
H 1.346 -2.534 1.474  0.178
H 1.875 -3.296 2.974  0.497
H 3.051 -2.521 1.904  0.330
C -2.680 -1.114 -4.862  -1.156
N -3.005 -2.419 -4.317  0.156
C -4.421 -2.580 -4.021  -1.226
C -2.036 -3.106 -3.636  0.020
S -0.528 -2.497 -3.340  -0.087
N -2.432 -4.373 -3.207  0.225
C -2.913 -5.289 -4.234  -1.160
C -1.561 -5.043 -2.254  -0.979
H -3.450 -0.847 -5.588  0.335
H -1.709 -1.144 -5.350  0.372
H -2.642 -0.354 -4.075  0.382
H -4.791 -1.686 -3.513  0.398
H -4.579 -3.430 -3.367  0.446
H -4.992 -2.719 -4.945  0.304
H -3.535 -4.777 -4.961  0.397
H -3.502 -6.082 -3.770  0.349
H -2.071 -5.751 -4.767  0.335
H -1.332 -4.375 -1.427  0.200
H -0.615 -5.356 -2.709  0.362
H -2.092 -5.919 -1.876  0.347

Output
**E_HOMO (spin up / spin down)**: -3.56 / -5.16 eV
**Kohn-Sham gap (spin up / spin down)**: 6.0 / 6.4 eV
**2S+1**: 5
**Total charge**: -1
**ΔE to the lowest compared entry with this formula, charge and spin**: 0.0000 eV
**Lowest unoccupied orbital energy (spin up / spin down)**: 2.399 / 1.284 eV

---

2.
Entry from the Open Molecules 2025 dataset: a 3-piece molecular cluster, C35H64BN3O8P2 overall at a distorted geometry (ωB97M-V/def2-TZVPD).

Last column: Mulliken charge in e.
Geometry (Å):
C -8.415 -0.564 -0.406  -0.517
C -7.445 -0.009 0.101  -1.443
C -6.477 0.592 1.196  2.188
C -7.075 1.049 2.593  -0.592
C -8.677 1.201 2.610  -0.979
C -9.151 2.664 2.145  -0.684
C -10.277 2.530 1.026  -0.242
C -10.320 3.742 -0.012  -1.051
C -6.097 2.032 0.556  -0.465
O -6.738 2.753 -0.152  -0.490
O -4.780 2.218 1.089  -0.419
C -4.143 1.016 1.612  -0.186
O -3.991 1.000 3.088  -0.376
C -3.536 2.207 3.541  0.602
N -3.135 3.186 4.014  -0.629
B -2.571 1.051 1.143  0.296
O -1.619 0.080 1.529  0.112
O -2.213 2.170 0.334  -0.560
C -0.775 2.333 0.259  -0.713
C -5.081 -0.141 1.069  1.347
P -4.842 -0.713 -0.756  0.121
C -4.329 0.710 -1.856  -0.843
O -3.428 -1.705 -0.663  -0.484
P -4.722 -1.772 1.972  0.007
C -5.357 -1.814 3.738  -1.132
C -5.769 -3.089 1.062  -0.187
C -6.131 -4.347 1.975  -1.033
H -9.205 -1.240 -0.829  0.413
H -6.799 0.424 3.484  0.251
H -6.683 2.098 2.810  0.407
H -9.210 0.361 2.082  0.419
H -8.964 1.125 3.712  0.413
H -8.278 3.318 1.830  0.337
H -9.612 3.197 3.043  0.422
H -10.185 1.565 0.427  0.106
H -11.282 2.522 1.563  0.348
H -9.925 3.420 -1.025  0.215
H -11.399 4.058 -0.202  0.327
H -9.751 4.623 0.420  0.284
H -1.242 -0.309 0.714  0.108
H -0.312 2.299 1.285  0.250
H -0.288 1.638 -0.489  0.287
H -0.594 3.387 -0.139  0.301
H -3.296 1.138 -1.653  0.165
H -5.109 1.539 -1.925  0.199
H -4.270 0.288 -2.917  0.466
H -3.136 -1.950 -1.562  0.315
H -5.242 -0.860 4.325  0.375
H -6.483 -2.014 3.689  0.342
H -4.891 -2.648 4.341  0.369
H -6.705 -2.650 0.597  0.103
H -5.167 -3.496 0.185  0.271
H -5.569 -4.416 2.947  0.256
H -7.257 -4.376 2.092  0.270
H -5.870 -5.295 1.395  0.345
C 5.085 -0.721 0.642  -1.918
C 3.954 0.250 1.058  2.119
C 4.328 0.875 2.410  -1.392
C 4.231 -0.131 3.557  -0.463
C 2.846 -0.773 3.604  -1.325
C 2.357 -1.338 2.255  2.236
N 2.620 -0.427 1.103  0.190
O 1.684 0.530 1.134  -0.372
C 3.002 -2.712 1.957  -1.791
C 0.854 -1.680 2.416  -2.231
C 3.995 1.319 -0.057  -1.938
H 5.996 -0.164 0.407  0.491
H 5.385 -1.413 1.427  0.294
H 4.816 -1.296 -0.246  0.345
H 3.681 1.731 2.634  0.331
H 5.349 1.272 2.374  0.367
H 5.000 -0.905 3.466  0.333
H 4.428 0.376 4.506  0.406
H 2.845 -1.563 4.363  0.395
H 2.143 -0.012 3.958  0.364
H 2.678 -3.084 0.981  0.400
H 2.682 -3.452 2.699  0.463
H 4.085 -2.718 1.995  0.315
H 0.263 -0.826 2.751  0.266
H 0.712 -2.462 3.166  0.463
H 0.428 -2.044 1.476  0.423
H 3.759 0.869 -1.026  0.395
H 4.991 1.764 -0.135  0.445
H 3.300 2.144 0.111  0.352
C 9.824 0.251 -3.743  -1.770
C 8.720 -0.696 -3.210  1.733
C 8.656 -1.925 -4.130  -1.245
C 8.065 -1.590 -5.498  -0.480
C 6.695 -0.930 -5.355  -1.292
C 6.656 0.255 -4.368  1.746
N 7.396 -0.010 -3.098  0.320
O 6.610 -0.778 -2.331  -0.464
C 7.226 1.539 -5.013  -1.746
C 5.167 0.608 -4.132  -1.870
C 9.256 -1.096 -1.817  -1.885
H 10.809 -0.205 -3.609  0.462
H 9.758 0.449 -4.811  0.325
H 9.827 1.203 -3.209  0.373
H 8.061 -2.722 -3.671  0.352
H 9.659 -2.345 -4.271  0.375
H 8.736 -0.939 -6.067  0.316
H 7.966 -2.506 -6.088  0.385
H 6.351 -0.606 -6.342  0.367
H 5.991 -1.703 -5.026  0.403
H 7.228 2.362 -4.293  0.398
H 6.595 1.857 -5.851  0.461
H 8.221 1.431 -5.429  0.309
H 4.584 -0.247 -3.784  0.337
H 4.698 0.941 -5.061  0.458
H 5.062 1.415 -3.401  0.451
H 9.331 -0.216 -1.170  0.444
H 10.254 -1.535 -1.893  0.432
H 8.631 -1.834 -1.311  0.330

Output
**E_HOMO (spin up / spin down)**: -7.89 / -7.89 eV
**Kohn-Sham gap (spin up / spin down)**: 8.3 / 7.7 eV
**2S+1**: 3
**Total charge**: 0
**Lowest unoccupied orbital energy (spin up / spin down)**: 0.389 / -0.191 eV

---

3.
Entry from the Open Molecules 2025 dataset: C8H4ClI2O3S as an isolated structure at a distorted geometry (ωB97M-V/def2-TZVPD).

Last column: Mulliken charge in e.
Geometry (Å):
C -0.306 -1.361 0.576  -0.590
C 0.737 -0.030 -1.133  -0.190
C 0.645 -2.330 0.237  -0.543
C 1.586 -1.018 -1.513  -0.511
C -0.281 -0.193 -0.134  -0.168
C 1.597 -2.231 -0.751  0.342
C -1.466 0.752 0.051  1.205
C -0.991 1.798 1.370  -0.694
O -1.412 1.989 -0.839  -0.414
O -2.561 0.225 0.224  -0.754
O 0.249 3.658 -0.102  -0.579
S -1.039 3.114 0.230  0.543
Cl 2.776 -3.450 -0.948  -0.245
I 0.759 1.673 2.557  0.100
I -2.721 2.324 2.574  0.099
H -1.202 -1.447 1.092  0.542
H 0.789 0.884 -1.839  0.215
H 0.526 -3.328 0.657  0.275
H 2.314 -1.029 -2.308  0.367

Output
**E_HOMO**: -4.82 eV
**Kohn-Sham gap**: 7.4 eV
**Total charge**: -1
**ΔE to the lowest compared entry with this formula, charge and spin**: 0.0000 eV
**Lowest unoccupied orbital energy**: 2.534 eV

---

4.
Entry from the Open Molecules 2025 dataset: an isolated ion of composition C22H39N2O and charge +1 at a distorted geometry (ωB97M-V/def2-TZVPD).

Last column: Mulliken charge in e.
Geometry (Å):
C -6.681 -0.663 2.141  -1.200
C -5.165 -0.655 2.287  -0.559
C -4.472 0.347 1.360  -0.415
C -4.539 -0.057 -0.111  -0.410
C -3.874 0.956 -1.046  -1.069
C -2.353 1.013 -0.912  0.702
C -1.740 2.025 -1.879  -1.063
C -0.213 1.969 -1.926  -0.339
H 0.138 2.640 -2.713  0.407
C 0.453 2.366 -0.611  -0.758
C 1.974 2.265 -0.687  0.562
C 2.632 2.661 0.633  -0.747
C 4.157 2.546 0.626  -1.186
C 4.700 1.138 0.367  -0.419
C 4.171 0.112 1.370  -0.302
C 4.889 -1.236 1.313  -0.806
H 4.556 -1.852 2.151  0.388
H 5.962 -1.082 1.423  0.463
C 4.671 -2.003 0.000  -1.021
N 3.261 -2.256 -0.241  0.129
C 2.608 -3.139 0.531  -0.014
C 1.265 -3.373 0.378  -1.091
C 0.541 -2.682 -0.606  1.327
C 1.254 -1.771 -1.401  -0.578
C 2.596 -1.583 -1.192  -0.133
H 3.166 -0.895 -1.798  0.423
H 0.736 -1.227 -2.174  0.376
C -0.866 -2.920 -0.794  -0.761
N -1.497 -2.258 -1.687  -0.137
O -2.808 -2.542 -1.825  -0.406
H -3.156 -1.941 -2.508  0.402
H -1.356 -3.665 -0.169  0.394
H 0.774 -4.092 1.015  0.457
H 3.190 -3.662 1.275  0.442
H 5.073 -1.430 -0.835  0.450
H 5.195 -2.960 0.050  0.388
H 4.308 0.516 2.375  0.470
H 3.099 -0.035 1.225  0.118
H 5.788 1.175 0.441  0.421
H 4.451 0.844 -0.654  0.170
H 4.531 2.892 1.592  0.379
H 4.559 3.213 -0.139  0.404
H 2.374 3.699 0.850  0.511
H 2.218 2.055 1.441  0.277
H 2.346 2.910 -1.485  0.390
H 2.238 1.235 -0.941  -0.613
H 0.099 1.717 0.193  0.321
H 0.169 3.389 -0.360  0.301
H 0.097 0.956 -2.197  -0.118
H -2.124 1.834 -2.884  0.398
H -2.056 3.029 -1.594  0.356
H -2.096 1.286 0.111  0.224
H -1.927 0.023 -1.108  -0.371
H -4.285 1.947 -0.844  0.431
H -4.129 0.706 -2.080  0.384
H -4.072 -1.038 -0.233  0.240
H -5.585 -0.153 -0.404  0.306
H -3.427 0.432 1.665  0.233
H -4.934 1.328 1.485  0.274
H -4.775 -1.657 2.090  0.274
H -4.914 -0.400 3.319  0.342
H -7.083 0.336 2.300  0.291
H -6.982 -1.002 1.154  0.319
H -7.125 -1.330 2.876  0.373

Output
**E_HOMO**: -12.74 eV
**Kohn-Sham gap**: 8.2 eV
**Total charge**: +1
**ΔE to the lowest compared entry with this formula, charge and spin**: 1.9722 eV
**SMILES**: CCCCCCCCCCCCCCCC[n+]1ccc(/C=N/O)cc1
**Lowest unoccupied orbital energy**: -4.498 eV